{"formula": "C29H92O37P8", "method": "ωB97M-V/def2-TZVPD", "energy_ha": -6675.43363, "gap_ev": 9.58, "e_above_lowest_ev": 0.000, "e_lumo_ev": 0.096, "symbols": ["C", "O", "H", "H", "H", "H", "C", "O", "H", "H", "H", "H", "C", "O", "H", "H", "H", "H", "C", "O", "H", "H", "H", "H", "C", "O", "H", "H", "H", "H", "C", "O", "P", "O", "O", "C", "O", "C", "H", "H", "H", "H", "H", "H", "H", "H", "H", "C", "O", "P", "O", "O", "C", "O", "C", "H", "H", "H", "H", "H", "H", "H", "H", "H", "C", "O", "P", "O", "O", "C", "O", "C", "H", "H", "H", "H", "H", "H", "H", "H", "H", "C", "O", "P", "O", "O", "C", "O", "C", "H", "H", "H", "H", "H", "H", "H", "H", "H", "C", "O", "P", "O", "O", "C", "O", "C", "H", "H", "H", "H", "H", "H", "H", "H", "H", "C", "O", "P", "O", "O", "C", "O", "C", "H", "H", "H", "H", "H", "H", "H", "H", "H", "C", "O", "P", "O", "O", "C", "O", "C", "H", "H", "H", "H", "H", "H", "H", "H", "H", "C", "O", "P", "O", "O", "C", "O", "C", "H", "H", "H", "H", "H", "H", "H", "H", "H"], "xyz": [[23.823548, -8.394875, -0.200096], [23.777273, -7.073770, 0.314834], [23.901587, -8.428976, -1.292111], [24.554728, -9.074593, 0.237752], [22.819311, -8.785863, -0.019578], [24.675114, -6.726441, 0.273894], [21.762261, -14.857762, 0.151109], [22.762274, -15.718652, 0.688506], [21.606731, -14.998258, -0.915709], [20.821884, -14.936318, 0.698781], [22.019709, -13.804623, 0.275823], [22.667443, -16.601831, 0.327719], [18.050044, -14.569750, -2.313121], [19.410161, -14.400296, -1.914398], [18.032378, -14.439194, -3.398755], [17.678483, -15.533642, -1.971774], [17.431350, -13.778683, -1.871638], [19.599086, -13.461966, -1.822017], [21.791710, -4.607565, -0.502897], [21.615037, -4.886415, 0.886836], [21.097558, -3.811061, -0.766104], [22.801924, -4.269053, -0.746285], [21.529486, -5.523218, -1.037371], [22.158745, -5.672037, 1.015529], [18.995783, -13.150613, 3.688126], [18.161551, -14.196605, 4.179685], [19.939809, -13.174913, 4.239994], [19.330764, -13.356469, 2.659799], [18.517617, -12.175842, 3.688927], [18.743664, -14.889522, 4.493459], [16.810990, -7.455984, 2.357993], [16.055743, -6.720898, 1.406417], [16.654842, -6.335970, -0.018745], [18.024358, -5.834455, -0.045965], [16.349667, -7.730397, -0.765838], [16.737052, -7.853068, -2.146093], [15.639812, -5.283056, -0.657606], [14.261566, -5.673472, -0.675340], [16.721679, -7.008062, 3.348254], [17.881135, -7.404441, 2.143310], [16.458659, -8.487182, 2.369727], [16.190838, -7.156841, -2.786291], [16.573650, -8.876005, -2.468422], [17.790889, -7.564196, -2.179246], [13.972259, -5.802153, -1.716940], [13.632026, -4.944386, -0.165003], [14.050213, -6.599435, -0.141519], [17.041518, -4.165471, 8.015309], [17.455053, -4.745683, 6.808597], [18.291448, -6.127303, 6.955579], [17.606653, -7.125866, 7.777715], [18.508883, -6.502164, 5.429005], [19.657438, -7.113425, 4.897020], [19.758471, -5.703703, 7.440109], [20.411747, -4.625230, 6.844207], [17.491238, -3.185676, 8.225949], [17.287863, -4.762121, 8.898616], [15.983239, -3.914034, 8.129659], [20.407642, -7.360198, 5.652631], [20.084530, -6.401919, 4.183996], [19.485889, -8.057243, 4.374616], [20.344217, -3.677435, 7.389037], [20.008693, -4.259394, 5.884584], [21.434791, -4.886688, 6.568949], [16.482969, -14.391829, 1.322342], [15.055355, -14.468884, 1.197723], [14.242072, -15.793218, 1.339565], [13.047858, -15.708064, 2.170249], [13.913275, -16.167603, -0.208873], [12.853983, -17.050615, -0.545404], [15.304009, -16.893732, 1.861731], [15.152292, -18.281829, 1.712182], [16.946130, -15.162114, 1.932960], [16.747775, -13.494925, 1.876954], [17.035492, -14.360528, 0.386051], [12.115555, -17.076876, 0.259978], [13.179144, -18.027598, -0.891839], [12.268100, -16.579994, -1.340772], [16.013779, -18.795614, 1.278508], [14.294147, -18.503188, 1.073685], [15.013735, -18.761129, 2.683928], [22.462790, -9.900716, -6.405686], [22.206622, -11.266612, -6.722636], [21.569566, -12.277736, -5.678866], [20.132928, -12.114732, -5.429592], [22.462439, -11.972738, -4.355949], [23.833713, -12.374301, -4.346274], [22.114583, -13.687013, -6.187392], [21.540193, -14.218234, -7.402353], [22.128945, -9.541292, -5.435649], [22.233840, -9.176859, -7.186164], [23.560353, -9.864261, -6.400089], [24.436521, -11.518445, -4.660935], [24.068293, -13.198633, -5.016890], [24.152494, -12.662936, -3.346971], [20.835093, -13.599843, -7.949907], [21.157502, -15.207156, -7.164548], [22.382522, -14.406033, -8.070895], [20.154575, -10.354218, -2.534678], [19.113265, -10.185942, -1.554568], [19.359350, -10.693539, -0.070281], [19.688864, -12.122737, 0.032652], [18.037379, -10.206502, 0.706510], [16.861647, -10.962500, 0.654546], [20.463370, -9.729472, 0.557172], [20.273898, -8.347965, 0.689094], [20.917255, -9.581845, -2.426118], [19.643132, -10.323726, -3.490280], [20.723962, -11.282786, -2.472813], [16.915743, -11.780910, -0.065032], [15.995593, -10.364991, 0.333567], [16.425564, -11.312428, 1.595002], [20.973790, -7.674477, 0.174783], [20.305816, -8.053447, 1.738665], [19.361828, -8.044729, 0.165845], [10.897099, -6.369650, 0.532960], [11.713576, -7.419763, -0.038090], [11.198779, -8.926335, -0.004591], [9.743365, -9.086987, -0.045186], [11.941907, -9.562309, -1.293797], [11.160710, -10.269374, -2.248597], [11.923041, -9.632054, 1.201424], [13.303031, -9.456787, 1.492129], [10.725635, -5.645438, -0.262155], [11.491699, -5.887324, 1.303351], [9.929090, -6.740647, 0.856498], [11.811599, -10.837587, -2.915929], [10.660103, -9.579457, -2.935673], [10.457016, -10.911643, -1.722461], [13.500849, -9.415173, 2.561166], [13.792806, -8.590050, 1.043010], [13.822771, -10.331531, 1.094405], [22.678857, -13.413370, 3.296188], [23.197570, -12.658771, 4.371179], [22.671208, -11.228032, 4.828359], [21.221779, -10.986543, 4.676698], [23.206046, -11.137182, 6.313882], [22.869611, -12.149236, 7.264061], [23.644322, -10.205770, 4.153676], [23.209585, -9.547841, 2.960677], [23.347331, -13.452024, 2.440679], [21.672358, -13.071723, 3.033932], [22.426905, -14.443478, 3.563881], [22.223018, -11.688055, 8.010719], [23.754974, -12.508661, 7.784273], [22.343609, -12.979973, 6.796701], [23.945230, -8.750443, 2.825901], [22.211864, -9.129642, 3.049213], [23.385302, -10.117497, 2.046813], [13.780950, -13.288005, -2.042036], [13.716126, -12.951036, -3.426026], [15.111986, -12.971290, -4.246902], [15.842382, -14.243171, -4.283247], [14.749559, -12.368088, -5.683974], [13.664806, -12.942279, -6.423869], [15.926368, -11.776625, -3.596745], [17.222268, -11.426512, -4.062790], [13.825173, -12.396880, -1.419408], [14.586411, -13.965469, -1.746856], [12.903510, -13.894971, -1.819914], [12.951479, -12.171766, -6.698701], [13.127985, -13.716842, -5.871813], [14.064826, -13.475300, -7.285164], [17.670878, -12.127010, -4.767923], [17.980842, -11.332614, -3.283101], [17.109991, -10.435508, -4.505860]], "atomic_forces_ev_per_a": [[-1.392, -0.366, -0.552], [0.735, -0.148, 0.055], [0.414, 0.253, 0.000], [0.158, 0.302, 0.205], [0.233, -0.295, 0.206], [-0.146, 0.234, 0.064], [-0.302, 0.295, 0.053], [0.278, 0.440, 0.165], [-0.180, -0.237, 0.006], [-0.189, -0.361, -0.203], [0.566, -0.117, 0.138], [-0.189, 0.045, -0.094], [0.688, 1.039, -0.394], [0.134, -0.459, 0.330], [-0.559, -0.449, 0.182], [0.109, -0.068, -0.214], [-0.142, -0.114, -0.018], [-0.109, -0.003, 0.240], [-0.591, -0.063, 0.392], [0.472, 0.011, -0.226], [-0.055, -0.103, -0.037], [0.075, -0.160, 0.031], [0.135, 0.239, -0.505], [0.050, -0.010, 0.352], [1.196, -0.937, -0.516], [-0.420, 0.337, -0.122], [-0.323, 0.727, 0.306], [-0.411, 0.049, -0.153], [-0.127, -0.092, 0.438], [-0.050, -0.103, 0.047], [0.704, -0.087, 0.452], [-0.301, 0.826, -0.563], [-0.515, -0.413, 0.159], [0.206, -0.267, -0.163], [-0.098, 0.362, -0.072], [0.598, 0.624, 0.287], [0.160, -0.661, 0.852], [-0.657, -0.266, -0.026], [-0.446, 0.045, -0.110], [-0.101, -0.216, -0.282], [0.123, 0.008, 0.013], [-0.220, -0.077, 0.118], [0.034, -0.041, 0.137], [0.034, -0.351, -0.402], [-0.194, 0.107, 0.065], [0.285, 0.400, -0.279], [0.383, -0.123, -0.166], [-0.222, 1.147, 2.187], [0.606, -0.763, -0.563], [-0.564, 0.136, -0.384], [0.721, 0.350, -0.038], [-1.053, 0.245, 0.343], [1.349, -0.082, -0.398], [-0.873, -0.526, 0.566], [0.516, 1.797, -1.731], [0.521, -0.180, -0.637], [-0.008, -0.274, -0.243], [-0.187, -0.684, -0.860], [-0.109, 0.231, 0.114], [0.110, -0.144, 0.032], [-0.688, 0.113, 0.118], [0.313, -0.547, 0.779], [-0.486, -0.822, 0.006], [0.057, -0.068, 0.646], [1.252, 0.406, 0.678], [0.805, -0.210, -0.050], [-0.367, -1.492, -0.397], [-0.233, 0.066, -0.024], [0.895, 0.073, 0.787], [-1.425, 0.858, -0.122], [0.343, 1.312, -0.468], [-0.676, -1.011, -0.057], [-0.559, -0.429, -0.054], [-0.436, 0.212, -0.138], [-0.540, -0.058, -0.413], [0.342, -0.508, 0.266], [0.262, -0.014, 0.246], [0.391, -0.049, -0.287], [0.236, 0.669, -0.188], [0.024, -0.158, 0.168], [-0.249, 0.281, 0.041], [2.027, 0.348, -0.051], [-0.710, 0.016, -0.581], [0.618, 0.436, 1.190], [0.532, -0.123, -0.111], [-0.820, -1.093, -0.617], [0.838, 0.433, -0.175], [-0.923, 1.107, -0.057], [1.109, -1.067, -0.393], [-0.449, -0.353, -0.004], [-0.857, -0.524, -0.198], [-0.067, 0.241, 0.359], [0.051, -0.024, 0.054], [-0.338, -0.042, -0.023], [-0.384, 0.081, 0.129], [-0.228, 0.250, 0.543], [-0.488, 0.192, 0.063], [0.013, 0.193, -0.036], [0.349, 0.020, -0.111], [0.159, -0.021, 0.317], [-0.317, 0.181, 0.939], [0.045, 0.575, -0.094], [1.223, 0.044, -0.176], [-2.370, -0.346, -0.783], [0.465, -1.280, -0.411], [-0.898, 1.847, -0.579], [-0.292, 0.375, -0.091], [0.352, 0.175, -0.156], [-0.501, -0.323, 0.272], [0.186, -0.160, 0.231], [0.624, 0.519, -0.510], [1.222, -0.217, 0.426], [0.675, -0.882, -0.014], [-0.375, -0.161, -0.038], [-0.332, 0.040, 0.718], [0.323, 0.119, -0.644], [-0.119, -0.297, 0.139], [-0.026, -0.401, -1.484], [0.291, 0.017, 0.444], [0.218, 0.694, 0.895], [-0.224, -0.008, -0.709], [-0.244, 0.603, 0.479], [1.105, -0.588, -0.314], [-0.013, 0.016, -0.023], [-0.227, -0.101, 0.295], [0.108, -0.100, 0.279], [0.284, -0.181, 0.530], [-0.310, 0.064, 0.435], [-0.116, -0.030, -0.337], [-0.517, -0.029, 0.090], [-0.499, 0.200, -0.144], [0.004, -0.022, 0.083], [-1.566, -0.572, -0.498], [0.191, -0.057, 0.465], [-0.797, -0.619, 0.861], [0.780, -0.135, -0.390], [0.444, -0.173, -0.353], [-0.499, 0.174, 0.395], [-0.155, 0.310, -0.457], [1.383, 0.978, -0.390], [0.085, 0.268, 0.054], [0.377, 0.590, -0.426], [0.757, -0.037, 0.534], [-0.098, -0.083, -0.058], [0.196, 0.054, -0.319], [0.057, -0.047, 0.015], [-0.341, 0.331, 0.235], [-0.108, -0.254, -0.055], [-0.630, -0.666, 0.297], [-0.317, -0.872, 0.814], [1.442, 0.198, -0.963], [-0.012, 0.176, -0.015], [-0.583, 0.121, -0.011], [-0.574, -0.164, 0.775], [-0.033, -0.832, -0.102], [-0.348, -0.345, 0.519], [0.790, 0.510, -0.510], [-0.129, 0.107, -0.114], [0.393, 0.241, -0.513], [-0.271, 0.415, 0.048], [0.163, 0.145, -0.111], [0.045, 0.206, 0.334], [0.067, 0.387, -0.223], [-0.435, -0.049, -0.190], [-0.774, -0.253, 0.467], [0.206, -0.096, -0.281]]}